The following is a DFT calculation (wB97M-V/def2-TZVPD) of a molecular structure, C2H4N2O2 in a non-equilibrium geometry.

Each line ends with the Mulliken charge.
Element x y z (Å)
O  -1.0577  -1.9545  1.4227  -0.2664
O  1.1533  -0.6596  1.0624  -0.4308
N  -1.4473  -0.1039  -0.3480  -0.5876
N  0.7693  0.2602  -0.9245  -0.6533
C  1.3194  0.3437  0.2263  0.1574
C  -0.6373  -0.9733  0.9506  0.4983
H  -1.4362  0.9258  -0.2939  0.2999
H  0.7010  1.1737  -1.3635  0.2449
H  1.7941  1.2621  0.6058  0.3605
H  -1.1586  -0.2743  -1.3379  0.3771

Summary:
- Kohn-Sham gap (alpha / beta) (eV) = 8.4719 / 8.4728
- maximum force (Eh/bohr) = 0.062
- 2S+1 = 1
- lowest unoccupied orbital energy (alpha / beta) (eV) = -0.839 / -0.839
- HOMO level (alpha / beta) (eV) = -9.31 / -9.31